Entry 1:
Density functional theory data (wB97M-V/def2-TZVPD) for C2H2ClNS as an isolated structure at a distorted geometry.

Cartesian coordinates (Å):
C  -0.71  1.40  -0.85
C  -1.24  0.18  -0.53
N  -0.16  2.37  -1.12
S  -0.84  -1.43  -0.87
Cl  -2.86  0.19  0.18
H  0.93  0.33  1.27
H  0.22  -1.31  -1.74

Values from the calculation:
E	-26949.2166	eV
relative energy (zero: lowest compared OMol25 entry of this formula, charge and spin)	170.1	kJ/mol
Kohn-Sham gap (spin up / spin down)	0.3283 / 0.3454	hartree
max |F|	2.4	eV/Å
total charge	0
spin multiplicity	3
HOMO (spin up / spin down)	-0.31465 / -0.40353	Eh

In elementary charge units, the Löwdin charges are: -0.409 -1.137 0.178 0.750 0.584 0.110 -0.075


Entry 2:
Density functional theory data (wB97M-V/def2-TZVPD) for an isolated ion of composition C8H14NO2 and charge +1 at a distorted geometry.

Cartesian coordinates (Å):
C  2.47  -1.42  0.25
C  2.49  -1.09  -1.23
C  0.37  0.71  1.11
C  0.96  -1.62  0.75
C  0.18  -0.61  -0.91
C  -0.48  0.52  -0.19
C  -0.51  1.80  -1.04
C  -1.99  0.14  0.11
N  0.52  -0.66  1.74
O  3.37  -1.71  0.99
O  1.41  -0.22  -1.46
H  3.38  -0.56  -1.54
H  2.28  -1.98  -1.80
H  1.39  1.06  0.69
H  -0.06  1.38  1.68
H  0.65  -2.66  0.88
H  -0.38  -1.41  -1.50
H  0.20  1.64  -1.86
H  -0.02  2.58  -0.36
H  -1.41  2.19  -1.48
H  -2.17  -0.83  0.69
H  -2.71  0.18  -0.87
H  -2.45  0.89  0.85
H  1.26  -0.63  2.48
H  -0.32  -1.05  2.21

Values from the calculation:
E	-14098.2075	eV
relative energy (zero: lowest compared OMol25 entry of this formula, charge and spin)	292.1	kJ/mol
Kohn-Sham gap	0.3603	hartree
max |F|	6.3	eV/Å
total charge	+1
HOMO	-0.48954	Eh

Atom charges from the Löwdin analysis, given in e for atoms 1 to 8: -0.292 -0.080 -0.023 -0.014 -0.069 -0.503 -0.005 -0.045


Entry 3:
Density functional theory data (wB97M-V/def2-TZVPD) for C7H2CuN2O7 as an isolated structure.

Cartesian coordinates (Å):
Cu  -3.37  -1.24  0.96
O  -0.54  -0.34  3.45
C  -1.26  -0.53  2.48
O  -2.50  -0.92  2.58
C  -0.62  -0.26  1.07
C  0.68  0.23  1.15
C  1.44  0.53  0.05
C  0.94  0.37  -1.23
C  -0.33  -0.10  -1.33
C  -1.18  -0.44  -0.25
O  -2.35  -0.89  -0.58
N  -0.91  -0.28  -2.69
O  -0.58  -1.27  -3.32
O  -1.55  0.65  -3.15
N  2.81  1.04  0.22
O  3.46  1.31  -0.78
O  3.24  1.18  1.35
H  1.09  0.36  2.14
H  1.54  0.60  -2.10

Values from the calculation:
E	-69240.9522	eV
relative energy (zero: lowest compared OMol25 entry of this formula, charge and spin)	3.1	kJ/mol
Kohn-Sham gap	0.2932	hartree
max |F|	1.0	eV/Å
total charge	-1
HOMO	-0.19929	Eh

Atom charges from the Löwdin analysis, given in e for atoms 1 to 8: 0.520 0.011 -0.583 -0.142 -0.018 0.043 -0.151 0.053


Entry 4:
Density functional theory data (wB97M-V/def2-TZVPD) for a 3-piece molecular cluster, C31H29F17IO6P overall at a distorted geometry.

Cartesian coordinates (Å):
C  1.06  2.51  4.83
C  0.65  1.78  3.95
C  0.36  1.08  2.60
C  -0.22  2.08  1.56
C  -1.66  2.23  1.27
C  -2.62  1.26  2.04
C  -2.57  -0.12  1.23
C  -2.86  -1.37  2.15
C  -3.45  -0.05  -0.08
C  -2.11  3.19  0.29
C  -1.18  4.06  -0.45
P  -1.84  5.26  -1.72
O  -1.54  6.68  -1.34
C  0.25  3.93  -0.18
C  0.69  2.93  0.82
C  2.25  2.83  1.01
O  2.80  2.67  2.07
C  3.06  3.02  -0.32
C  4.28  2.08  -0.48
C  5.47  2.38  0.51
F  6.67  1.97  -0.15
C  2.66  3.93  -1.24
C  3.42  4.16  -2.59
C  2.34  4.53  -3.68
O  2.32  5.54  -4.30
I  0.72  3.07  -4.00
C  1.35  4.76  -0.93
O  1.22  5.92  -1.22
H  1.30  3.05  5.76
H  1.33  0.69  2.19
H  -0.29  0.20  2.82
H  -2.24  1.05  3.07
H  -3.67  1.64  2.06
H  -1.50  -0.22  0.89
H  -3.83  -1.89  1.91
H  -2.76  -1.13  3.24
H  -2.05  -2.12  1.94
H  -3.61  1.03  -0.32
H  -2.83  -0.46  -0.92
H  -4.40  -0.63  0.00
H  -3.20  3.26  0.08
H  -3.26  5.11  -1.72
H  -1.31  4.96  -3.02
H  3.92  1.04  -0.23
H  4.64  2.01  -1.54
H  5.50  3.46  0.78
H  5.37  1.70  1.38
H  4.11  5.04  -2.50
H  3.93  3.24  -2.97
F  -1.51  -3.81  3.89
C  -2.28  -4.61  4.66
F  -3.37  -3.87  5.00
C  -1.56  -5.10  5.91
F  -1.28  -4.07  6.75
F  -2.43  -5.90  6.58
C  -0.27  -5.91  5.68
O  0.98  -5.22  5.76
C  1.44  -4.54  4.63
F  0.72  -4.90  3.56
F  2.69  -4.97  4.41
C  1.47  -3.02  4.84
F  0.26  -2.53  5.21
F  1.80  -2.39  3.68
H  -2.63  -5.44  4.05
H  -0.23  -6.63  6.51
H  -0.33  -6.53  4.79
H  2.19  -2.74  5.61
F  -2.05  -2.84  -5.14
C  -1.32  -3.71  -5.86
F  -1.13  -4.80  -5.07
C  0.03  -3.14  -6.30
F  0.83  -2.91  -5.23
F  0.65  -4.11  -7.03
C  -0.01  -1.87  -7.18
O  0.16  -0.61  -6.53
C  -0.95  0.00  -5.93
F  -2.07  -0.62  -6.34
F  -1.01  1.25  -6.42
C  -0.83  0.07  -4.41
F  -0.61  -1.14  -3.85
F  -1.97  0.55  -3.86
H  -1.91  -4.03  -6.73
H  0.86  -1.94  -7.83
H  -0.87  -1.86  -7.85
H  0.00  0.73  -4.10

Values from the calculation:
E	-108484.1185	eV
Kohn-Sham gap	0.3084	hartree
max |F|	2.7	eV/Å
total charge	0
SMILES	C#CCc1c(CC(C)C)cc([PH2]=O)c2c1C(=O)C(CCF)=C(CC(=O)I)C2=O.FC(F)C(F)(F)COC(F)(F)C(F)F.FC(F)C(F)(F)COC(F)(F)C(F)F
HOMO	-0.34785	Eh

Atom charges from the Löwdin analysis, given in e for atoms 1 to 8: 0.096 -0.106 -0.126 -0.077 -0.131 -0.109 -0.385 -0.079


Entry 5:
Density functional theory data (wB97M-V/def2-TZVPD) for C33H39As2FeN2O17SSi as an isolated structure at a distorted geometry.

Cartesian coordinates (Å):
Fe  0.04  0.99  -2.23
O  5.10  -1.21  -4.69
C  3.95  -0.74  -4.16
C  2.88  -1.55  -3.86
C  1.76  -0.97  -3.31
N  1.67  0.33  -3.08
C  2.69  1.10  -3.34
C  3.86  0.62  -3.87
C  2.61  2.55  -2.99
O  3.54  3.28  -3.07
O  1.42  2.97  -2.58
C  0.59  -1.81  -2.79
O  0.68  -3.04  -2.95
O  -0.31  -1.14  -2.21
H  5.02  -2.16  -4.77
H  2.90  -2.62  -4.01
H  4.68  1.31  -4.06
C  -6.20  -2.55  0.83
C  -5.28  -1.40  0.50
C  -4.18  -1.59  -0.33
C  -3.26  -0.58  -0.57
C  -3.46  0.66  0.04
C  -4.57  0.89  0.84
C  -5.47  -0.14  1.07
S  -2.22  1.93  -0.13
O  -2.95  3.18  0.02
O  -1.21  1.68  0.87
N  -1.61  1.77  -1.59
C  -2.60  2.07  -2.64
C  -1.91  2.07  -4.00
O  -2.51  2.54  -4.97
O  -0.72  1.55  -4.02
H  -6.40  -3.16  -0.05
H  -7.15  -2.19  1.24
H  -5.72  -3.19  1.58
H  -4.01  -2.57  -0.79
H  -2.40  -0.74  -1.21
H  -4.70  1.87  1.28
H  -6.33  0.03  1.71
H  -3.08  3.03  -2.50
H  -3.40  1.31  -2.70
C  -2.59  -0.12  3.66
O  -3.08  -1.43  3.31
C  -2.26  -2.33  2.74
O  -2.75  -3.31  2.25
C  -0.78  -2.03  2.64
C  0.02  -2.05  3.71
As  1.95  -1.64  3.81
C  2.45  -3.48  4.33
C  2.39  -1.64  1.92
C  1.50  -1.02  0.99
As  -0.31  -1.69  0.72
C  0.15  -3.59  0.45
C  1.86  0.20  0.35
O  1.24  0.90  -0.48
O  3.08  0.66  0.77
C  3.55  1.90  0.28
C  3.84  -1.71  1.80
O  4.58  -1.67  2.77
O  4.47  -1.90  0.60
C  3.75  -2.12  -0.61
C  -0.49  -2.41  5.07
O  -0.04  -1.99  6.11
O  -1.51  -3.30  5.06
C  -1.98  -3.70  6.34
H  -1.98  -0.15  4.56
H  -3.48  0.48  3.84
H  -2.02  0.32  2.84
H  2.05  -3.70  5.32
H  3.53  -3.52  4.36
H  2.06  -4.19  3.60
H  0.96  -3.90  1.11
H  0.41  -3.73  -0.60
H  -0.75  -4.17  0.67
H  4.20  2.31  1.05
H  2.72  2.58  0.09
H  4.12  1.77  -0.64
H  4.39  -2.73  -1.24
H  3.55  -1.17  -1.11
H  2.80  -2.63  -0.45
H  -2.72  -4.48  6.15
H  -2.45  -2.87  6.87
H  -1.17  -4.09  6.96
C  1.81  5.70  -3.68
Si  1.15  4.65  -2.28
C  1.92  5.21  -0.69
C  -0.67  4.86  -2.23
H  1.53  6.75  -3.50
H  1.37  5.39  -4.63
H  2.90  5.63  -3.76
H  1.73  6.28  -0.57
H  3.00  5.04  -0.67
H  1.46  4.69  0.16
H  -0.91  5.92  -2.05
H  -1.13  4.27  -1.43
H  -1.13  4.57  -3.18

Values from the calculation:
E	-247423.9795	eV
relative energy (zero: lowest compared OMol25 entry of this formula, charge and spin)	0.0	kJ/mol
Kohn-Sham gap (spin up / spin down)	0.2007 / 0.2435	hartree
max |F|	2.0	eV/Å
total charge	-2
spin multiplicity	2
HOMO (spin up / spin down)	-0.06203 / -0.10480	Eh

Atom charges from the Löwdin analysis, given in e for atoms 1 to 8: 0.612 0.072 -0.293 0.058 -0.129 0.106 -0.151 0.083